No. 1
C4H12CsO2 as an isolated structure in a non-equilibrium geometry, computed with the ωB97M-V functional and the def2-TZVPD basis.

```
19
C4H12CsO2 (the ωB97M-V functional and the def2-TZVPD basis)
Cs 0.32 2.66 -0.11
C 1.06 -1.17 1.94
C 0.45 -0.12 2.89
O -0.31 0.78 2.10
H 0.38 -1.74 1.30
H 1.54 -1.99 2.48
H 1.74 -0.70 1.22
H 1.21 0.44 3.45
H -0.20 -0.61 3.62
H -0.74 1.39 2.72
C -1.14 -0.25 -1.61
C -0.59 0.31 -2.97
O 0.58 1.07 -2.69
H -0.38 -0.83 -1.09
H -1.98 -0.91 -1.84
H -1.53 0.55 -0.99
H -1.32 0.88 -3.55
H -0.35 -0.56 -3.57
H 1.25 0.79 -3.32
```

Results
HOMO energy: -14.2 eV
molar mass: 225.0 g mol⁻¹
spin multiplicity: 1
charge: +1
LUMO energy: -3.25 eV
relative energy (zero: lowest compared OMol25 entry of this formula, charge and spin): 25.2 kJ/mol

***

No. 2
C4H12F3O6Y2 as an isolated structure in a non-equilibrium geometry, computed with the ωB97M-V functional and the def2-TZVPD basis.

```
27
C4H12F3O6Y2 (the ωB97M-V functional and the def2-TZVPD basis)
Y -1.71 -2.29 0.31
Y -4.42 0.26 0.61
O -2.45 -0.27 1.39
H -1.50 -0.08 1.58
O -3.73 -1.52 -0.49
H -4.19 -2.18 -1.04
C 0.01 0.37 -1.15
O 0.77 0.46 -2.29
O -0.38 -0.95 -0.95
C 0.65 1.00 0.09
F -0.24 0.89 1.16
F 1.77 0.39 0.44
F 0.86 2.29 -0.06
C 2.03 -0.22 -2.46
C 3.27 0.62 -2.18
H 4.17 0.09 -2.48
H 3.20 1.59 -2.67
H 3.40 0.86 -1.12
H 2.07 -0.25 -3.56
H 2.08 -1.27 -2.17
H -0.87 0.97 -1.42
O -1.54 1.29 3.94
H -1.22 2.21 3.93
H -1.84 1.11 3.05
O -0.23 -1.87 2.15
H -0.68 -1.63 2.99
H 0.72 -1.87 2.37
```

Results
HOMO energy: -17.8 eV
molar mass: 390.9 g mol⁻¹
spin multiplicity: 1
charge: +3
LUMO energy: -14.00 eV

***

No. 3
C4H12F4O2Pb as an isolated structure in a non-equilibrium geometry, computed with the ωB97M-V functional and the def2-TZVPD basis.

```
23
C4H12F4O2Pb (the ωB97M-V functional and the def2-TZVPD basis)
Pb 29.02 0.03 -12.84
F 30.87 -1.70 -13.61
F 29.97 -1.11 -10.79
F 27.41 1.93 -12.33
F 31.32 1.09 -12.18
C 28.59 0.19 -17.10
C 29.94 0.23 -16.39
O 29.86 1.00 -15.21
H 28.37 1.16 -17.55
H 27.82 -0.23 -16.46
H 28.68 -0.52 -17.92
H 30.60 0.84 -17.00
H 30.17 -0.76 -16.02
H 30.67 1.52 -15.18
C 24.66 -2.38 -12.11
C 25.72 -1.34 -11.72
O 26.47 -1.15 -12.90
H 23.90 -2.46 -11.34
H 25.27 -3.28 -12.05
H 24.27 -2.19 -13.10
H 26.22 -1.74 -10.84
H 25.18 -0.41 -11.54
H 25.93 -0.52 -13.38
```

Results
HOMO energy (spin up / spin down): -6.6 / -5.8 eV
<S²>: 0.78
molar mass: 375.3 g mol⁻¹
spin multiplicity: 2
charge: -1
LUMO energy (spin up / spin down): 2.82 / -0.53 eV

***

No. 4
C4H12IO2 as an isolated structure in a non-equilibrium geometry, computed with the ωB97M-V functional and the def2-TZVPD basis.

```
19
C4H12IO2 (the ωB97M-V functional and the def2-TZVPD basis)
I 10.92 -9.03 6.65
C 8.28 -7.91 5.34
C 8.74 -6.70 6.07
O 9.26 -6.99 7.34
H 7.57 -7.65 4.56
H 7.90 -8.73 5.96
H 9.14 -8.38 4.86
H 7.85 -6.08 6.19
H 9.55 -6.27 5.47
H 9.96 -7.65 7.32
C 10.95 -8.40 2.31
C 11.41 -8.81 3.70
O 11.12 -7.73 4.58
H 9.87 -8.23 2.32
H 11.20 -9.25 1.69
H 11.55 -7.57 1.97
H 12.47 -9.05 3.63
H 10.81 -9.59 4.17
H 11.09 -8.13 5.46
```

Results
HOMO energy: -3.6 eV
molar mass: 219.0 g mol⁻¹
spin multiplicity: 1
charge: -1
LUMO energy: 3.48 eV
relative energy (zero: lowest compared OMol25 entry of this formula, charge and spin): 518.0 kJ/mol

***

No. 5
C4H12InO4 as an isolated structure in a non-equilibrium geometry, computed with the ωB97M-V functional and the def2-TZVPD basis.

```
21
C4H12InO4 (the ωB97M-V functional and the def2-TZVPD basis)
In 1.25 -0.12 -0.03
C 0.36 2.99 -1.89
C -0.26 3.24 -0.51
O -0.47 2.05 0.20
O 1.55 2.27 -1.65
H 0.57 3.94 -2.39
H -0.36 2.46 -2.51
H -1.26 3.73 -0.52
H 0.39 3.97 0.01
H -0.74 2.25 1.11
H 2.32 2.86 -1.78
C -0.19 -3.54 0.52
C -0.78 -2.74 1.66
O -0.08 -1.57 1.97
O 0.22 -2.73 -0.59
H -0.91 -4.29 0.17
H 0.65 -4.17 0.82
H -0.98 -3.32 2.57
H -1.76 -2.48 1.22
H 0.05 -1.40 2.92
H 0.44 -3.37 -1.30
```

Results
HOMO energy: -22.1 eV
molar mass: 239.0 g mol⁻¹
spin multiplicity: 1
charge: +3
LUMO energy: -18.41 eV
relative energy (zero: lowest compared OMol25 entry of this formula, charge and spin): 170.8 kJ/mol

***

No. 6
An isolated ion of composition C4H12N2 and charge -1 in a non-equilibrium geometry, computed with the ωB97M-V functional and the def2-TZVPD basis.

```
18
C4H12N2 (the ωB97M-V functional and the def2-TZVPD basis)
C 0.35 -1.36 1.24
C 1.23 -0.36 0.49
C 0.46 0.68 -0.39
C -1.03 1.02 -2.24
N -0.53 0.04 -1.27
N -0.13 -0.82 2.54
H -0.52 -1.59 0.64
H 0.92 -2.27 1.46
H 2.11 -0.78 0.00
H 1.78 0.16 1.29
H 0.05 1.40 0.33
H 1.23 1.17 -0.99
H -0.74 2.04 -2.00
H -2.13 1.00 -2.27
H -0.69 0.75 -3.25
H -1.26 -0.35 -0.69
H 0.02 0.19 2.55
H -1.14 -0.91 2.57
```

Results
HOMO energy (spin up / spin down): 1.4 / -5.0 eV
<S²>: 0.75
molar mass: 88.2 g mol⁻¹
spin multiplicity: 2
charge: -1
LUMO energy (spin up / spin down): 4.42 / 4.31 eV
relative energy (zero: lowest compared OMol25 entry of this formula, charge and spin): 72.8 kJ/mol

***

No. 7
A 2-piece molecular cluster, C4H12N2 overall in a non-equilibrium geometry, computed with the ωB97M-V functional and the def2-TZVPD basis.

```
18
C4H12N2 (the ωB97M-V functional and the def2-TZVPD basis)
C 1.32 -1.50 -2.12
N 1.64 -0.29 -1.35
C 0.49 0.42 -1.03
C -0.27 -0.19 0.23
C -1.50 0.59 0.61
N -1.26 0.80 3.19
H 1.35 -1.26 -3.19
H 2.14 -2.19 -1.91
H 0.37 -1.97 -1.88
H -1.42 0.70 1.83
H -0.28 0.40 -1.82
H 0.74 1.46 -0.85
H 0.34 -0.30 1.12
H -0.55 -1.18 -0.13
H -2.45 0.14 0.35
H -1.42 1.63 0.27
H -1.91 1.38 3.73
H -0.32 1.13 3.39
```

Results
HOMO energy: -6.9 eV
molar mass: 88.2 g mol⁻¹
spin multiplicity: 1
LUMO energy: -2.86 eV
relative energy (zero: lowest compared OMol25 entry of this formula, charge and spin): 700.5 kJ/mol

***

No. 8
A 2-piece molecular cluster, C4H12N2 overall in a non-equilibrium geometry, computed with the ωB97M-V functional and the def2-TZVPD basis.

```
18
C4H12N2 (the ωB97M-V functional and the def2-TZVPD basis)
C 5.45 1.79 2.21
C 5.43 1.50 0.85
C 5.89 0.22 0.21
H 6.13 2.31 2.87
H 4.70 1.27 2.84
H 5.06 2.34 0.26
H 6.93 0.12 0.47
H 5.24 -0.63 0.44
H 5.75 0.31 -0.87
N -4.53 -0.80 -1.72
C -5.60 -0.46 -0.78
N -6.64 -1.48 -0.47
H -5.05 -0.96 -2.58
H -4.06 -1.64 -1.42
H -5.19 -0.43 0.23
H -6.08 0.43 -1.16
H -7.24 -1.60 -1.27
H -6.19 -2.31 -0.11
```

Results
HOMO energy: -7.4 eV
molar mass: 88.2 g mol⁻¹
structure (SMILES): C=CC.NCN
spin multiplicity: 1
LUMO energy: 0.10 eV
relative energy (zero: lowest compared OMol25 entry of this formula, charge and spin): 448.0 kJ/mol